(1)
Molecular formula: C6H12O2
Method: DFT, wB97M-V/def2-TZVPD

Atoms and positions in Å:
O  -2.70352  -1.53939  -0.05872
C  -2.53475  -0.35230  -0.14949
O  -3.46064  0.55397  0.23806
C  -1.37525  0.21074  -0.93911
C  -0.38153  0.78902  0.18806
C  0.48176  -0.28186  0.79269
C  1.65181  -0.76310  -0.12495
C  2.76992  0.25195  -0.08384
H  -4.14803  0.14337  0.75806
H  -0.96881  -0.57699  -1.55183
H  -1.65932  1.11760  -1.49311
H  -1.06620  1.06698  1.01626
H  0.15809  1.60465  -0.28662
H  -0.08080  -1.17820  1.04698
H  0.88070  0.02936  1.77998
H  2.00795  -1.71391  0.24639
H  1.24032  -0.92050  -1.13021
H  3.68915  -0.06041  -0.61694
H  3.03577  0.46030  0.95954
H  2.46340  1.15871  -0.59121

Cartesian forces, eV/Å:
O -0.1 -0.2 0.9
C -0.6 -0.6 -2.2
O 1.0 0.8 0.0
C 0.2 1.7 2.1
C -1.5 -1.2 -0.4
C 1.4 -1.0 0.1
C -0.8 0.5 0.7
C 0.8 -0.1 -0.6
H -0.3 -0.6 0.2
H 0.2 0.0 -0.2
H -0.2 -0.7 -0.2
H 0.5 0.9 -0.6
H 0.1 0.2 0.6
H -0.6 0.1 -0.1
H 0.0 0.1 -0.6
H 0.1 -0.4 0.0
H 0.3 0.0 0.1
H -0.4 -0.1 0.3
H 0.0 0.1 -0.3
H -0.1 0.4 0.2

DFT total energy ... -386.30099 hartree
Largest force on an atom ... 0.0528 Eh/bohr
Energy relative to the best compared isomer or geometry (same formula, charge and spin) ... 12.0 kcal/mol
SMILES ... CCCCCC(=O)O
M ... 116.16 g mol⁻¹

Atomic partial charges in e from the Mulliken method, atoms 1 to 2: atom 1 (O): -0.55, atom 2 (C): 0.39

***

(2)
Molecular formula: C6H12O2
Method: DFT, wB97M-V/def2-TZVPD

Atoms and positions in Å:
C  -0.94179  -2.27806  0.75212
O  -1.73832  -1.15522  0.32870
C  -1.05768  -0.52823  -0.77565
C  -0.60407  0.91820  -0.43523
C  0.85246  1.01438  -1.06156
C  1.87342  0.85259  0.08475
O  1.19448  1.49563  1.16092
C  -0.19314  1.15191  1.04940
H  -0.89945  -3.01511  -0.06159
H  0.06094  -1.89491  1.00688
H  -1.36561  -2.69331  1.67363
H  -1.75755  -0.53863  -1.62944
H  -0.19707  -1.13126  -1.09359
H  -1.08712  1.74337  -0.96550
H  0.99556  2.07425  -1.34520
H  0.99462  0.48213  -2.01170
H  2.24943  -0.16293  0.27558
H  2.70974  1.52589  -0.13892
H  -0.82998  1.90414  1.53044
H  -0.25885  0.23517  1.65596

Cartesian forces, eV/Å:
C -0.3 0.8 0.3
O 0.9 -0.6 -0.4
C -1.4 0.5 0.3
C 3.2 -0.9 -0.7
C 0.1 1.4 -0.4
C -0.4 1.0 -0.8
O -0.2 0.0 -0.4
C -0.6 -0.6 0.6
H 0.1 0.0 0.4
H -0.1 -0.4 -0.2
H -0.1 0.0 -0.4
H 0.2 0.2 0.2
H -0.1 0.1 0.3
H -0.9 -0.4 0.7
H -0.1 -0.3 0.0
H 0.0 -0.4 0.5
H -0.4 0.1 0.3
H 0.2 -0.6 0.1
H 0.5 0.0 0.0
H -0.7 0.1 -0.4

DFT total energy ... -386.22456 hartree
Largest force on an atom ... 0.0663 Eh/bohr
Energy relative to the best compared isomer or geometry (same formula, charge and spin) ... 60.0 kcal/mol
SMILES ... COC[C@@H]1CCOC1
M ... 116.16 g mol⁻¹

Atomic partial charges in e from the Mulliken method, atoms 1 to 2: atom 1 (C): -0.63, atom 2 (O): -0.40

***

(3)
Molecular formula: C6H12O2
Method: DFT, wB97M-V/def2-TZVPD

Atoms and positions in Å:
C  0.69534  -0.01785  -0.62492
C  -1.27590  0.89013  -0.16762
C  0.31768  -1.31290  -1.29605
C  -2.38890  -0.04764  0.23849
C  0.39134  0.27738  0.67997
C  0.45438  0.30823  1.97777
O  2.49111  -0.40905  0.04611
O  3.27505  0.66074  -0.55021
H  3.88493  0.87575  0.16731
H  1.00978  0.81148  -1.25425
H  -1.27980  1.83817  0.36666
H  -1.27762  1.11374  -1.23259
H  1.21924  -1.69841  -1.76902
H  -0.04280  -2.04625  -0.57749
H  -0.44098  -1.14876  -2.06209
H  -0.34970  0.72551  2.57058
H  1.38269  0.04103  2.46158
H  -2.36488  -0.26968  1.30561
H  -3.36362  0.40105  0.02340
H  -2.33735  -0.99268  -0.30324

Cartesian forces, eV/Å:
C 4.1 -1.3 0.6
C 0.9 -0.2 2.1
C 0.0 0.2 0.1
C -0.1 0.1 0.0
C -4.6 1.3 -1.5
C 0.4 0.4 0.1
O -0.5 0.2 -1.5
O 0.0 -0.2 0.1
H -0.1 0.0 0.0
H 0.0 -0.1 0.1
H -0.2 0.1 0.0
H 0.4 -0.2 0.0
H 0.0 0.1 0.0
H 0.0 0.1 0.0
H 0.0 0.0 0.0
H -0.1 -0.1 0.0
H 0.0 -0.2 0.1
H 0.0 0.0 0.0
H 0.0 0.0 0.0
H 0.0 0.0 0.0

DFT total energy ... -386.02069 hartree
Largest force on an atom ... 0.0984 Eh/bohr
Energy relative to the best compared isomer or geometry (same formula, charge and spin) ... 187.9 kcal/mol
M ... 116.16 g mol⁻¹

Atomic partial charges in e from the Mulliken method, atoms 1 to 2: atom 1 (C): 0.49, atom 2 (C): -0.82

***

(4)
Molecular formula: C6H12O2Si
Method: DFT, wB97M-V/def2-TZVPD

Atoms and positions in Å:
C  1.01365  1.28854  1.57042
C  -0.29446  0.55958  1.29694
C  1.56919  1.31674  3.03486
C  1.19082  -0.97482  -1.13108
C  -1.96081  -1.37004  -0.29153
C  -0.81913  1.29942  -1.68524
O  1.72104  1.69707  0.67157
O  -1.23926  0.69767  2.03079
Si  -0.41523  -0.19472  -0.55036
H  1.24479  0.41396  3.55137
H  1.21630  2.31396  3.53388
H  2.71711  1.26869  2.97063
H  1.05480  -1.83248  -1.82730
H  1.87106  -0.26612  -1.68157
H  1.76741  -1.44353  -0.30992
H  -2.96410  -1.03778  -0.50466
H  -1.97327  -2.34481  -0.61285
H  -2.22571  -1.49050  0.83269
H  -0.98643  1.10066  -2.70800
H  -1.72269  1.63816  -1.37733
H  0.04616  2.11021  -1.75508

Cartesian forces, eV/Å:
C 2.4 -0.1 1.7
C 0.0 0.7 -1.8
C 0.5 1.3 -0.7
C 0.9 -0.8 -0.4
C -0.3 2.0 3.1
C 4.3 0.0 0.1
O -1.1 -0.2 -0.1
O 0.0 -0.3 0.4
Si -1.1 0.0 -0.2
H -0.3 0.3 0.3
H 0.7 -2.0 -0.6
H -1.8 0.4 0.0
H -0.3 0.6 0.3
H -0.8 -0.4 0.8
H -0.2 0.5 -0.2
H -0.2 0.9 -1.0
H 0.6 -2.4 -1.2
H 1.3 0.3 -1.3
H 0.0 -1.0 -1.3
H -2.6 1.8 1.3
H -1.9 -1.5 0.8

DFT total energy ... -675.75008 hartree
Largest force on an atom ... 0.0846 Eh/bohr
Energy relative to the best compared isomer or geometry (same formula, charge and spin) ... 48.4 kcal/mol
SMILES ... CC(=O)C(=O)[Si](C)(C)C
M ... 144.25 g mol⁻¹

Atomic partial charges in e from the Mulliken method, atoms 1 to 2: atom 1 (C): 0.58, atom 2 (C): 0.39

***

(5)
Molecular formula: C6H12O3
Method: DFT, wB97M-V/def2-TZVPD

Atoms and positions in Å:
C  1.45792  -0.34367  -0.06441
C  0.10715  -0.16766  -0.35666
C  -1.32059  2.54765  1.15250
C  -0.33410  0.63431  -1.53245
C  -0.03121  -2.62353  0.79685
C  0.45575  -1.93813  -0.44859
O  -0.58346  1.44105  1.61589
O  2.46308  0.21850  -0.80286
O  0.69328  -2.51932  -1.48333
H  2.33133  0.02183  -1.74198
H  1.74970  -0.59220  0.95379
H  -0.63194  0.65526  0.93593
H  -2.32200  2.26379  0.80603
H  -1.42671  3.24134  1.98854
H  -0.80426  3.07722  0.34243
H  0.25733  1.54555  -1.64172
H  -0.15164  0.07583  -2.45498
H  -1.40558  0.82110  -1.48541
H  -0.46157  -3.60527  0.60393
H  0.76339  -2.72746  1.53622
H  -0.80585  -2.02616  1.28028

Cartesian forces, eV/Å:
C -0.9 2.2 -0.4
C 1.7 -2.1 -0.5
C 0.0 0.0 0.0
C 0.5 -0.6 -0.6
C -0.2 0.1 0.9
C -1.4 -0.4 -0.4
O -0.2 -1.4 -0.9
O 0.3 -0.7 0.4
O -0.1 1.3 0.7
H -0.2 0.2 0.1
H 0.2 -0.5 -0.3
H 0.1 1.6 1.5
H 0.0 0.1 0.0
H -0.1 0.0 -0.1
H 0.0 0.0 0.0
H -0.2 0.2 0.2
H -0.1 -0.1 -0.1
H 0.1 0.2 0.0
H 0.3 0.0 -0.3
H 0.2 -0.1 -0.1
H 0.1 0.0 -0.1

DFT total energy ... -461.38145 hartree
Largest force on an atom ... 0.0526 Eh/bohr
Energy relative to the best compared isomer or geometry (same formula, charge and spin) ... 115.8 kcal/mol
M ... 132.16 g mol⁻¹

Atomic partial charges in e from the Mulliken method, atoms 1 to 2: atom 1 (C): -0.12, atom 2 (C): 0.31

***

(6)
Molecular formula: C6H12O3
Method: DFT, wB97M-V/def2-TZVPD

Atoms and positions in Å:
C  -1.63797  -0.08650  -0.66342
C  -3.00127  -0.35758  -1.27590
O  -1.45299  1.27699  -0.33056
O  -1.50002  -0.89701  0.47113
H  -2.15962  1.53203  0.27736
H  -0.61753  -0.75804  0.84418
H  -0.85146  -0.29771  -1.39968
H  -3.15060  0.28347  -2.14181
H  -3.05445  -1.39620  -1.59383
H  -3.78322  -0.17233  -0.53929
C  2.69066  -0.98158  0.66956
C  1.81199  0.22445  0.68734
C  1.53579  0.84876  -0.90239
C  1.17898  0.68392  1.76622
O  1.98726  0.31763  -1.85744
H  1.32572  1.81040  -0.42326
H  2.64560  -1.54012  1.60470
H  2.40822  -1.64093  -0.15475
H  3.72599  -0.68646  0.48618
H  0.54656  1.56078  1.71971
H  1.35236  0.27603  2.75593

Cartesian forces, eV/Å:
C -0.1 0.0 -0.2
C 0.3 0.0 0.1
O 0.0 0.0 0.0
O -0.1 -0.1 0.1
H 0.0 -0.1 0.0
H -0.1 0.1 -0.1
H 0.0 0.0 0.1
H 0.0 0.0 0.0
H -0.1 -0.1 0.0
H 0.0 0.0 0.0
C 0.1 -0.1 0.1
C -0.8 -1.4 -2.2
C 2.3 -0.7 6.1
C 0.4 0.5 -0.5
O -0.8 0.4 -0.8
H -1.1 1.3 -2.5
H 0.0 0.0 0.0
H 0.0 0.0 0.0
H 0.0 0.0 0.0
H -0.2 0.0 -0.1
H 0.1 -0.1 -0.1

DFT total energy ... -461.45366 hartree
Largest force on an atom ... 0.1280 Eh/bohr
Energy relative to the best compared isomer or geometry (same formula, charge and spin) ... 70.5 kcal/mol
SMILES ... C=C(C)C=O.CC(O)O
M ... 132.16 g mol⁻¹

Atomic partial charges in e from the Mulliken method, atoms 1 to 2: atom 1 (C): 0.49, atom 2 (C): -1.34

***

(7)
Molecular formula: C6H12O3
Method: DFT, wB97M-V/def2-TZVPD

Atoms and positions in Å:
C  1.64095  0.83560  -1.47599
C  1.51670  0.35805  0.99749
C  0.76270  0.84284  -0.23436
O  -0.02177  1.86046  -0.10247
H  2.41577  1.59784  -1.36218
H  2.10944  -0.14148  -1.62439
H  1.05087  1.09389  -2.35639
H  2.35297  1.03476  1.18658
H  1.92659  -0.64246  0.84218
H  0.86256  0.36585  1.86894
C  -1.86529  -0.45478  1.69493
C  -0.75199  -0.77536  -0.57238
C  -1.67925  -0.15341  0.25967
O  -0.99180  -0.72744  -1.93917
O  -0.28011  -2.00449  -0.16772
H  0.31285  -2.30444  -0.87245
H  -1.19794  0.19852  -2.15186
H  -2.31629  0.61342  -0.16040
H  -1.07515  -1.08512  2.10113
H  -1.94605  0.46725  2.27652
H  -2.82572  -0.97951  1.79232

Cartesian forces, eV/Å:
C -0.8 -1.0 -0.6
C -0.8 -0.9 0.0
C 0.2 6.3 1.3
O 2.3 -2.7 -0.7
H -0.1 -0.1 0.3
H 0.1 0.1 -0.1
H 0.1 0.0 0.0
H -0.1 0.1 -0.2
H 0.0 0.0 0.1
H 0.1 0.0 0.0
C 0.0 0.1 0.1
C -5.0 -1.1 1.4
C 1.6 -1.5 -0.9
O 1.1 0.5 0.0
O 0.9 0.6 -0.8
H 0.0 -0.1 0.2
H 0.1 -0.3 0.0
H 0.3 0.2 -0.1
H -0.1 0.0 0.0
H 0.1 -0.1 0.1
H 0.1 0.0 0.1

DFT total energy ... -461.43465 hartree
Largest force on an atom ... 0.1246 Eh/bohr
Energy relative to the best compared isomer or geometry (same formula, charge and spin) ... 82.4 kcal/mol
SMILES ... CC=C(O)O.CC(C)=O
M ... 132.16 g mol⁻¹

Atomic partial charges in e from the Mulliken method, atoms 1 to 2: atom 1 (C): -1.28, atom 2 (C): -1.30

***

(8)
Molecular formula: C6H12O4
Method: DFT, wB97M-V/def2-TZVPD

Atoms and positions in Å:
C  0.22903  -0.73374  -0.39662
C  -0.61604  0.23244  0.32220
C  0.19029  -0.75013  -1.90866
C  -0.86976  1.57493  -0.32162
C  -0.52908  0.25235  1.83391
C  1.76091  0.25455  0.05695
O  0.36591  -1.93742  0.23162
O  -1.98013  -0.72814  -0.09154
O  2.42613  -0.25413  1.10468
O  2.23545  1.09841  -0.65734
H  -0.12452  -2.60036  -0.27021
H  -2.52426  -0.87359  0.69033
H  3.32487  0.12250  1.12852
H  0.73582  0.09694  -2.31849
H  -0.83766  -0.69233  -2.25597
H  0.62709  -1.67726  -2.27905
H  0.24212  0.94557  2.16411
H  -0.09902  1.88744  -1.01907
H  -0.95026  2.37174  0.41700
H  -1.79713  1.54374  -0.88924
H  -1.48032  0.60708  2.22953
H  -0.32943  -0.74061  2.22896

Cartesian forces, eV/Å:
C 4.3 2.9 0.9
C -4.3 -2.1 -0.7
C -0.2 0.1 0.1
C 0.0 0.4 -0.2
C -0.2 -0.2 -0.3
C 0.0 -2.1 -1.9
O 0.1 -0.6 0.1
O 0.9 1.7 0.8
O -0.2 -0.2 0.3
O -0.5 0.1 0.4
H 0.0 0.1 0.1
H 0.1 0.1 0.1
H -0.3 0.2 -0.1
H 0.1 0.0 0.0
H -0.1 0.0 0.0
H 0.1 0.1 0.0
H 0.1 0.0 0.0
H 0.3 -0.2 0.0
H -0.1 -0.1 0.1
H -0.1 -0.1 0.1
H 0.0 0.1 0.0
H 0.1 0.0 0.0

DFT total energy ... -536.72278 hartree
Largest force on an atom ... 0.1029 Eh/bohr
Energy relative to the best compared isomer or geometry (same formula, charge and spin) ... 51.7 kcal/mol
SMILES ... CC(C)(O)[C@](C)(O)C(=O)O
M ... 148.16 g mol⁻¹

Atomic partial charges in e from the Mulliken method, atoms 1 to 2: atom 1 (C): 0.72, atom 2 (C): 1.40

***

(9)
Molecular formula: C6H12O4
Method: DFT, wB97M-V/def2-TZVPD

Atoms and positions in Å:
O  -0.75901  -2.24060  -1.75718
O  -0.64986  -3.39129  0.20678
C  -0.62718  -3.27754  -1.11102
C  -0.38891  -2.15748  1.01853
C  -0.29171  -4.61706  -1.69628
H  0.52775  -1.62570  0.71269
H  -0.25696  -2.52041  2.05172
H  -1.23122  -1.44559  1.00058
H  0.62481  -5.07905  -1.29235
H  -0.16974  -4.48682  -2.78475
H  -1.13875  -5.30028  -1.51645
O  -0.76194  3.18268  1.64446
O  0.96566  3.67145  0.22309
C  -0.12636  3.01920  0.61531
C  1.62175  4.48230  1.10650
C  -0.57871  2.08963  -0.42225
H  1.99570  3.87066  1.94474
H  0.93471  5.24632  1.50757
H  2.47789  4.99240  0.63382
H  0.18023  1.36126  -0.75403
H  -0.89521  2.68899  -1.29243
H  -1.45294  1.53693  -0.03904

Cartesian forces, eV/Å:
O 0.1 -1.5 1.4
O 0.5 1.8 1.8
C 0.7 1.3 -1.4
C -0.5 -0.5 0.0
C -0.4 -0.5 -1.2
H -0.4 -0.5 -0.2
H -0.1 0.0 -0.6
H 0.3 -0.5 -0.3
H -0.5 0.4 0.1
H -0.1 -0.2 0.5
H 0.4 0.1 0.0
O 1.4 0.4 -0.6
O -0.2 -0.9 -1.5
C -1.3 0.1 1.2
C 0.7 1.4 2.1
C -0.8 -1.1 -1.1
H -0.1 0.4 -0.1
H 0.3 -0.2 0.0
H -0.5 -0.4 -0.1
H -0.2 0.5 0.1
H 0.2 -0.3 0.2
H 0.4 0.3 -0.2

DFT total energy ... -536.77182 hartree
Largest force on an atom ... 0.0520 Eh/bohr
Energy relative to the best compared isomer or geometry (same formula, charge and spin) ... 20.9 kcal/mol
SMILES ... COC(C)=O.COC(C)=O
M ... 148.16 g mol⁻¹

Atomic partial charges in e from the Mulliken method, atoms 1 to 2: atom 1 (O): -0.58, atom 2 (O): -0.30

***

(10)
Molecular formula: C6H12O4
Method: DFT, wB97M-V/def2-TZVPD

Atoms and positions in Å:
C  -1.43039  -2.11434  0.07820
C  -0.59644  -0.81496  0.36491
C  -0.58928  1.43927  0.86220
C  0.69668  1.52841  0.17800
C  0.65955  0.87531  -1.14601
C  0.41314  -0.67432  -0.90713
H  -0.45595  -3.07428  -0.37376
H  -2.03135  -2.16979  1.03716
H  -2.17501  -2.14814  -0.72073
H  0.24501  -1.16310  1.14591
H  -1.46606  2.33192  0.38513
H  -0.19077  0.74491  2.80240
H  1.31954  0.84764  0.92723
H  0.80712  2.33740  0.45184
H  -0.20336  0.99999  -1.55177
H  1.99494  2.18796  -2.22911
H  -0.15767  -0.83182  -1.66262
H  1.68842  -1.58284  0.16432
O  -1.34460  0.18421  0.51620
O  -0.57731  1.40046  2.37604
O  1.74061  1.04933  -1.92738
O  1.65318  -1.35323  -0.77103

Cartesian forces, eV/Å:
C 2.4 -1.5 0.4
C 5.8 -7.1 -3.4
C -6.2 -1.3 1.5
C -0.9 -15.5 0.3
C 3.1 -1.7 3.5
C 3.6 3.3 5.5
H -3.3 2.7 2.2
H 0.9 -1.3 -0.9
H 0.4 0.8 -0.2
H -2.0 1.0 -0.1
H 2.9 -2.5 2.2
H 3.2 -5.2 2.1
H -0.3 1.4 -1.7
H 4.0 15.1 3.0
H -5.5 2.2 -3.2
H -1.7 -5.3 1.7
H -2.8 -2.7 -5.4
H 0.3 -0.2 0.0
O -2.4 6.0 1.4
O -3.3 7.0 -5.7
O 3.2 5.1 -3.0
O -1.4 -0.2 -0.1

DFT total energy ... -536.45378 hartree
Largest force on an atom ... 0.3088 Eh/bohr
Energy relative to the best compared isomer or geometry (same formula, charge and spin) ... 220.5 kcal/mol
M ... 148.16 g mol⁻¹

Atomic partial charges in e from the Mulliken method, atoms 1 to 2: atom 1 (C): -1.23, atom 2 (C): 0.37